(one)
Entry from the Open Molecules 2025 dataset: a 10-piece molecular cluster, C2H21O11 overall (ωB97M-V/def2-TZVPD).

Structure (ORCA input):
```
! wB97M-V def2-TZVPD RIJCOSX def2/J DEFGRID3
* xyz -1 1
C 1.178 -0.880 0.056
C -0.121 -0.090 -0.198
O -0.373 0.362 -1.335
O -0.815 0.241 0.785
H 1.238 -1.902 -0.318
H 1.416 -0.941 1.118
H 1.978 -0.310 -0.416
O -0.392 -1.804 -3.195
H -1.042 -2.323 -2.721
H -0.289 -1.011 -2.670
O -3.021 -1.250 1.402
H -3.195 -1.741 0.599
H -2.201 -0.787 1.228
O -1.385 1.698 -3.752
H -0.434 1.736 -3.861
H -1.517 1.114 -3.005
O 1.206 2.723 -0.960
H 1.262 2.867 -0.016
H 0.856 1.837 -1.049
O 0.134 0.091 3.530
H -0.337 0.038 2.698
H 0.170 1.027 3.726
O 3.293 -3.140 -0.966
H 2.985 -3.658 -0.222
H 3.036 -3.649 -1.735
O -1.867 2.711 1.611
H -1.056 3.175 1.819
H -1.580 1.917 1.160
O 2.873 -1.484 3.716
H 2.139 -0.883 3.842
H 3.529 -0.966 3.248
O -2.910 1.744 -1.211
H -2.630 2.274 -1.957
H -2.125 1.263 -0.950
*
```

Summary:
Gap between HOMO and LUMO   9.71 eV


(two)
Entry from the Open Molecules 2025 dataset: a 10-piece molecular cluster, C2H21O11 overall (ωB97M-V/def2-TZVPD).

Structure (ORCA input):
```
! wB97M-V def2-TZVPD RIJCOSX def2/J DEFGRID3
* xyz -1 1
C 0.724 1.139 0.445
C -0.394 0.147 0.117
O -0.058 -0.991 -0.330
O -1.583 0.485 0.353
H 1.650 0.586 0.563
H 0.459 1.664 1.356
H 0.820 1.837 -0.388
O 1.053 -1.422 -2.927
H 0.806 -0.576 -3.317
H 0.986 -1.257 -1.970
O -2.613 -0.573 2.845
H -2.451 -1.496 2.589
H -2.597 -0.119 1.986
O -3.600 1.977 -0.881
H -3.198 2.211 -1.722
H -2.865 1.590 -0.359
O 4.483 1.432 0.239
H 4.704 1.949 1.019
H 3.970 0.684 0.580
O 2.806 -1.720 0.858
H 1.901 -1.519 0.557
H 3.231 -2.111 0.088
O -2.277 -1.326 -2.243
H -1.350 -1.306 -1.945
H -2.711 -0.710 -1.637
O 0.025 0.504 3.820
H -0.227 1.266 4.350
H -0.788 0.273 3.336
O 1.682 1.438 -3.218
H 0.835 1.853 -3.017
H 2.327 1.942 -2.709
O -1.988 -2.739 0.898
H -1.329 -2.092 0.575
H -2.432 -3.018 0.091
*
```

Summary:
Gap between HOMO and LUMO   9.47 eV


It is (one) that is the least stable of them.


(one)
Entry from the Open Molecules 2025 dataset: an isolated ion of composition C6H14N4 and charge +2 (ωB97M-V/def2-TZVPD).

Structure (ORCA input):
```
! wB97M-V def2-TZVPD RIJCOSX def2/J DEFGRID3
* xyz 2 1
C -1.455 0.532 0.532
C 0.331 -1.429 -0.885
C 2.787 -0.698 1.129
C 2.785 1.074 -0.839
C -4.289 0.452 -0.404
C 2.369 -0.280 -0.259
N -0.062 0.410 0.371
N -2.239 -0.427 0.271
N 0.755 -0.450 -0.261
N -3.504 -0.595 0.096
H -1.585 1.504 1.137
H 0.631 -2.415 -1.200
H 2.833 0.149 1.990
H 3.869 -0.927 1.046
H 2.260 -1.499 1.583
H 2.366 1.957 -0.259
H 2.604 1.309 -1.878
H 3.831 0.804 -0.786
H -5.343 0.087 -0.633
H -4.313 1.214 0.442
H -3.775 0.852 -1.444
H 2.587 -1.062 -0.959
H 0.455 0.942 1.092
H -3.899 -1.503 0.120
*
```

Summary:
Gap between HOMO and LUMO (alpha / beta)   8.42 / 7.63 eV


(two)
Entry from the Open Molecules 2025 dataset: a 2-piece molecular cluster, C6H14N4 overall (ωB97M-V/def2-TZVPD).

Structure (ORCA input):
```
! wB97M-V def2-TZVPD RIJCOSX def2/J DEFGRID3
* xyz 2 1
C -1.242 2.287 -0.329
C -1.189 0.962 -0.115
C 1.024 -2.356 -0.533
C 1.524 -1.709 0.472
C -1.648 2.632 -1.780
C 1.045 -1.849 2.632
N -1.484 0.258 -1.391
N 1.926 -1.282 1.565
N -1.951 1.247 -2.354
N 2.792 -0.285 1.870
H -1.033 3.068 0.374
H -1.035 0.379 0.788
H 1.413 -3.339 -0.820
H 0.141 -2.052 -1.142
H -2.432 3.332 -2.023
H -0.715 3.056 -2.287
H 0.308 -0.937 2.737
H 0.596 -2.705 2.233
H 1.636 -2.101 3.490
H -2.905 1.084 -2.730
H -1.213 1.139 -3.216
H 3.379 0.053 1.189
H 3.139 -0.323 2.771
H -2.076 -0.560 -1.401
*
```

Summary:
Gap between HOMO and LUMO   9.84 eV


It is (one) that is the least stable of them.


(one)
Entry from the Open Molecules 2025 dataset: one molecule with the formula C17H20N2O3 (ωB97M-V/def2-TZVPD).

Structure (ORCA input):
```
! wB97M-V def2-TZVPD RIJCOSX def2/J DEFGRID3
* xyz 0 1
C -6.646 -1.422 0.893
H -7.638 -1.796 0.647
O -6.156 -0.836 -0.288
C -4.915 -0.274 -0.271
C -4.071 -0.232 0.835
C -2.831 0.372 0.732
C -2.400 0.938 -0.459
C -3.245 0.886 -1.561
C -4.486 0.292 -1.471
H -5.148 0.251 -2.322
H -2.929 1.317 -2.500
C -1.048 1.592 -0.532
N -0.021 0.723 0.021
C 1.246 1.402 0.199
C 2.225 0.479 0.935
N 2.392 -0.747 0.194
C 3.496 -1.125 -0.495
O 3.484 -2.027 -1.313
C 4.767 -0.438 -0.138
C 5.371 -0.210 1.073
C 6.646 0.324 0.783
C 6.725 0.377 -0.576
O 5.603 -0.089 -1.135
H 7.498 0.718 -1.236
H 7.395 0.622 1.487
H 4.964 -0.417 2.042
C 1.132 -1.414 -0.065
C 0.171 -0.470 -0.783
H -0.795 -0.961 -0.916
H 0.580 -0.224 -1.780
H 1.337 -2.294 -0.676
H 0.697 -1.717 0.892
H 3.183 0.982 1.056
H 1.812 0.238 1.920
H 1.085 2.302 0.797
H 1.692 1.700 -0.768
H -0.824 1.876 -1.576
H -1.060 2.508 0.068
H -2.176 0.401 1.590
H -4.369 -0.663 1.778
H -6.017 -2.256 1.220
H -6.727 -0.688 1.702
*
```

Summary:
Structure (SMILES)   COc1ccc(CN2CCN(C(=O)c3ccco3)CC2)cc1
Gap between HOMO and LUMO   9.20 eV


(two)
Entry from the Open Molecules 2025 dataset: one molecule with the formula C17H20N2O3 (ωB97M-V/def2-TZVPD).

Structure (ORCA input):
```
! wB97M-V def2-TZVPD RIJCOSX def2/J DEFGRID3
* xyz 0 1
C -5.729 -2.363 -0.595
H -4.831 -2.911 -0.280
O -5.482 -0.986 -0.685
C -5.081 -0.414 0.540
C -4.895 1.090 0.357
H -4.542 1.516 1.297
H -5.856 1.538 0.106
C -3.904 1.423 -0.763
N -2.589 0.881 -0.521
C -1.602 1.597 0.057
O -1.704 2.778 0.354
C -0.351 0.862 0.301
C 0.054 -0.438 0.119
C 1.394 -0.530 0.572
C 1.749 0.736 1.019
N 0.698 1.548 0.849
H 0.628 2.531 1.071
H 2.674 1.087 1.431
C 2.185 -1.756 0.551
O 1.730 -2.814 0.172
C 3.623 -1.631 1.035
C 4.403 -0.631 0.227
C 5.237 0.294 0.842
C 5.956 1.205 0.088
C 5.846 1.205 -1.291
C 5.019 0.285 -1.913
C 4.305 -0.629 -1.159
H 3.664 -1.349 -1.646
H 4.932 0.277 -2.990
H 6.404 1.918 -1.880
H 6.603 1.918 0.580
H 5.330 0.298 1.920
H 4.087 -2.618 0.952
H 3.615 -1.342 2.088
H -0.501 -1.260 -0.287
H -2.447 -0.099 -0.698
H -4.281 1.025 -1.707
H -3.794 2.508 -0.835
H -5.844 -0.602 1.311
H -4.142 -0.880 0.883
H -6.025 -2.693 -1.588
H -6.535 -2.578 0.117
*
```

Summary:
Structure (SMILES)   COCCCNC(=O)c1cc(C(=O)Cc2ccccc2)c[nH]1
Gap between HOMO and LUMO   9.40 eV


It is (one) that is the least stable of them.


(one)
Entry from the Open Molecules 2025 dataset: a 2-piece molecular cluster, C3H2Cl2O2 overall (ωB97M-V/def2-TZVPD).

Structure (ORCA input):
```
! wB97M-V def2-TZVPD RIJCOSX def2/J DEFGRID3
* xyz 0 1
C 0.224 -0.369 -0.258
C -1.947 0.358 0.724
C -1.669 -0.803 0.433
O 0.253 -0.147 -1.464
O -0.500 -1.452 0.139
Cl -3.005 1.674 0.689
Cl 2.989 0.665 0.092
H 0.779 0.226 0.545
H 2.877 -0.152 -0.900
*
```

Summary:
Structure (SMILES)   O=COC#CCl.Cl
Gap between HOMO and LUMO   9.73 eV


(two)
Entry from the Open Molecules 2025 dataset: C3H2Cl2O2 as an isolated structure (ωB97M-V/def2-TZVPD).

Structure (ORCA input):
```
! wB97M-V def2-TZVPD RIJCOSX def2/J DEFGRID3
* xyz 0 1
C 1.698 -1.153 0.116
C 1.403 0.099 0.438
C -1.518 0.564 -0.438
O 2.128 -2.171 -0.236
O 0.308 0.552 -0.325
Cl -2.013 -1.010 -0.667
Cl -2.257 1.219 1.043
H -1.429 1.380 -1.310
H 1.681 0.519 1.379
*
```

Summary:
Gap between HOMO and LUMO   8.23 eV


It is (one) that is the least stable of them.


(one)
Entry from the Open Molecules 2025 dataset: one molecule with the formula C7H11N (ωB97M-V/def2-TZVPD).

Structure (ORCA input):
```
! wB97M-V def2-TZVPD RIJCOSX def2/J DEFGRID3
* xyz 0 1
C -0.576 -0.566 1.727
C 1.124 0.089 0.218
C 0.435 -0.458 -1.248
C -0.964 -0.681 -0.794
C -1.081 0.240 0.449
C 0.032 1.313 -0.141
C 0.233 1.019 -1.658
H -0.455 0.070 2.691
H -1.266 -1.504 1.849
H 1.316 -0.474 2.233
H 2.243 0.207 0.035
H 0.812 -1.103 -2.168
H -1.067 -1.660 -0.032
H -1.616 -0.586 -1.486
H -1.889 0.824 0.933
H 0.151 2.475 0.176
H 1.232 1.522 -1.851
H -0.570 1.172 -2.476
N 0.841 -0.954 1.253
*
```

Summary:
Structure (SMILES)   C1N[C@H]2[C@H]3C[C@@H]1[C@@H]2C3
Gap between HOMO and LUMO   9.96 eV


(two)
Entry from the Open Molecules 2025 dataset: one molecule with the formula C7H11N (ωB97M-V/def2-TZVPD).

Structure (ORCA input):
```
! wB97M-V def2-TZVPD RIJCOSX def2/J DEFGRID3
* xyz 0 1
C -0.662 -1.303 -0.608
C 0.457 -0.642 -1.386
C 1.526 -0.079 -0.172
C 0.437 1.173 -0.297
C -0.752 1.109 0.777
C -0.444 0.029 1.735
C -1.226 -0.332 0.627
H -1.521 -1.475 -1.301
H -0.470 -2.283 0.133
H 0.514 -1.292 -2.345
H 1.664 -0.802 0.526
H 2.578 0.336 -0.551
H 1.128 1.963 -0.045
H 0.740 1.096 -2.266
H -1.182 2.063 1.021
H 0.534 -0.125 2.419
H -1.212 0.521 2.524
H -2.305 -0.588 0.877
N 0.198 0.629 -1.669
*
```

Summary:
Structure (SMILES)   C1[C@@H]2C[C@@H](N2)[C@@H]2C[C@H]12
Gap between HOMO and LUMO   9.11 eV


It is (two) that is the least stable of them.